ORCA calculation (ωB97M-V with the def2-TZVPD basis set) on a structure of composition C2H3O3S.

```
! wB97M-V def2-TZVPD RIJCOSX def2/J DEFGRID3
* xyz -1 1
C -0.34261 2.04769 -0.66034
C 0.02061 0.24900 0.60116
O 2.41579 0.59600 -0.77125
O 2.03787 2.34132 0.78300
O -0.84499 1.27985 0.22867
S 1.41413 1.36107 -0.14363
H -0.34376 0.05666 -1.92576
H -0.18531 -0.10242 1.63550
H -0.01038 -0.52846 -0.12857
*
```

Its HOMO energy (alpha / beta) is -2.8614 / -2.8628 eV. The largest force on an atom is 3.2 eV/Å. As for the relative energy (zero: lowest compared OMol25 entry of this formula, charge and spin): 176.2 kcal/mol. The value obtained for the total energy is -19094.6121 eV. For the lowest unoccupied orbital energy (alpha / beta), the calculation gives 3.9 / 3.9 eV.